1.
A molecular structure, C3H3Br2F3O. Source: the Open Molecules 2025 dataset; level of theory: ωB97M-V with the def2-TZVPD basis set.

```
12
Properties=species:S:1:pos:R:3:forces:R:3
C 2.21612 0.05145 -0.01361 2.08 5.93 -0.85
C -0.77619 -0.30494 -0.16131 -1.31 -2.15 -2.53
C -1.76800 0.81175 -0.26762 -1.92 1.16 0.80
O 2.22803 -0.90533 0.80945 -0.73 -4.84 3.44
F -0.83245 -1.02797 -1.38760 0.65 1.50 1.98
F -1.32671 1.84476 -0.98849 0.49 -0.26 0.37
F -2.95864 0.47428 -0.83803 0.75 -0.75 -0.51
Br -0.90109 -1.49902 1.24754 0.15 -0.20 0.10
Br -2.41381 1.34506 1.51839 0.63 0.61 -0.14
H 2.86458 0.93016 0.46473 -1.48 -1.67 -1.82
H 2.13234 -0.12941 -1.06396 -0.04 0.13 -0.67
H 1.53583 -1.59076 0.68050 0.73 0.55 -0.15
```
Forces are in eV/Å.

- 2S+1 = 3
- Kohn-Sham gap (spin up / spin down) (eV) = 7.1 / 8.7
- lowest unoccupied orbital energy (spin up / spin down) (eV) = 0.11 / -2.15
- total charge = 0

natural (NBO) population analysis, charges in e, atoms 1 to 8: number 1, C, carries -0.104; number 2, C, carries 0.254; number 3, C, carries 0.543; number 4, O, carries -0.667; number 5, F, carries -0.342; number 6, F, carries -0.295; number 7, F, carries -0.321; number 8, Br, carries 0.158

---

2.
A single C7H11N3 molecule. Source: the Open Molecules 2025 dataset; level of theory: ωB97M-V with the def2-TZVPD basis set.

```
21
Properties=species:S:1:pos:R:3:forces:R:3
C -0.44818 2.06179 0.31476 2.32 1.39 0.51
C -0.84448 0.60197 0.41291 0.64 -1.96 1.46
C 0.31280 -0.52009 0.22354 2.37 3.99 2.23
C 1.22727 -0.21164 -0.95589 0.05 -2.04 0.20
C -0.20333 -1.84619 0.24854 -3.10 -1.89 -1.91
C 1.49006 -0.37870 1.58322 -2.57 1.48 -4.52
C 1.11561 -0.66708 2.88067 -1.14 -0.63 2.52
N 0.67631 -1.02768 3.88996 0.43 0.41 -0.75
N 2.82663 -0.58098 1.16472 2.04 -0.78 -0.43
N 2.57005 0.59759 1.17887 -0.42 -0.09 1.43
H -1.26072 2.75228 0.38762 -0.91 0.12 0.46
H 0.40645 2.55912 0.95014 -1.58 -1.61 -0.58
H -0.08873 2.29031 -0.68535 0.11 -0.34 -0.39
H -1.63748 0.46332 -0.32381 0.20 -0.37 -0.32
H -1.34346 0.23697 1.37211 0.59 1.10 -0.81
H 0.67474 -0.51173 -1.88138 0.53 1.16 0.45
H 1.62206 0.77330 -0.76035 -0.16 0.59 -1.18
H 2.13848 -0.87384 -0.91721 -0.94 0.41 -0.20
H -0.79066 -1.95269 -0.79432 0.81 -0.15 2.39
H -0.89308 -1.97001 1.11815 0.42 -0.35 -0.79
H 0.56590 -2.59583 0.21901 0.31 -0.44 0.21
```
Forces are in eV/Å.

- SMILES = CCC(C)(C)C1(C#N)N=N1
- Kohn-Sham gap (eV) = 10.3
- energy above the lowest of the compared OMol25 structures with the same formula, charge and spin (kcal/mol) = 73.1
- lowest unoccupied orbital energy (eV) = 0.00
- total charge = 0

natural (NBO) population analysis, charges in e, atoms 1 to 8: number 1, C, carries -0.634; number 2, C, carries -0.426; number 3, C, carries 0.078; number 4, C, carries -0.660; number 5, C, carries -0.645; number 6, C, carries -0.041; number 7, C, carries 0.218; number 8, N, carries -0.274

---

3.
2 unconnected molecules or ions with the total composition C4H8O2. Source: the Open Molecules 2025 dataset; level of theory: ωB97M-V with the def2-TZVPD basis set.

```
14
Properties=species:S:1:pos:R:3:forces:R:3
C -1.18893 -1.33606 0.35196 0.19 0.06 0.02
C -0.26293 -0.37892 0.17175 -0.22 -0.26 0.32
C -0.42190 1.09348 0.49153 -0.26 0.19 0.05
O -1.29434 1.89047 0.25625 0.38 -0.51 0.09
O 1.03165 -0.80837 0.14800 0.06 -0.09 0.26
C 2.06772 0.10220 -0.16415 0.22 0.18 -0.01
H -2.23424 -1.26208 0.09528 0.08 0.42 0.62
H -0.84231 -2.28532 0.73824 0.12 -0.23 -0.49
H 0.41334 1.37524 1.16779 -0.02 0.08 -0.13
H 2.83443 -0.47665 -0.68435 -0.08 0.11 0.11
H 1.73703 0.91510 -0.82525 -0.01 -0.18 0.11
H 2.48996 0.52775 0.75224 0.06 0.02 -0.16
H -1.89332 0.27075 -1.49331 -0.29 -0.01 -0.39
H -2.43617 0.37240 -1.00598 -0.23 0.21 -0.41
```
Forces are in eV/Å.

- SMILES = C=C(C=O)OC.[H][H]
- Kohn-Sham gap (eV) = 9.4
- energy above the lowest of the compared OMol25 structures with the same formula, charge and spin (kcal/mol) = 94.2
- lowest unoccupied orbital energy (eV) = 0.30
- total charge = 0

natural (NBO) population analysis, charges in e, atoms 1 to 8: number 1, C, carries -0.406; number 2, C, carries 0.189; number 3, C, carries 0.366; number 4, O, carries -0.499; number 5, O, carries -0.512; number 6, C, carries -0.260; number 7, H, carries 0.223; number 8, H, carries 0.213

---

4.
A molecular structure, H15LiO8. Source: the Open Molecules 2025 dataset; level of theory: ωB97M-V with the def2-TZVPD basis set.

```
24
Properties=species:S:1:pos:R:3:forces:R:3
Li -37.46025 -49.64417 -17.37217 0.19 0.60 -0.94
O -36.64691 -48.17139 -18.50203 4.00 -1.98 8.79
H -37.11050 -48.08915 -19.19248 -5.81 0.37 -8.55
O -38.75919 -50.60359 -18.64162 -1.11 1.98 -0.08
H -39.35648 -49.91643 -19.14584 1.99 -2.67 0.80
H -38.40881 -51.34668 -19.16160 -0.65 0.81 -0.50
O -36.49996 -44.82325 -17.11401 -0.50 0.62 -0.82
H -36.53411 -44.92034 -18.07092 -0.87 1.29 -0.90
H -36.01054 -45.62228 -17.10643 1.42 -1.69 1.72
O -35.04675 -47.30653 -16.72561 -0.07 -0.55 -0.79
H -35.65475 -47.69360 -17.42239 0.74 0.69 0.52
H -35.49557 -47.46507 -15.90386 -0.18 0.11 0.71
O -39.09183 -46.73613 -18.04039 -2.16 2.46 0.82
H -39.84539 -47.28767 -18.12273 -1.70 -0.31 -0.05
H -38.43696 -47.32897 -18.22412 3.63 -1.99 -0.56
O -36.86391 -50.10165 -22.29150 -5.94 2.48 0.61
H -36.48226 -49.55341 -21.65859 2.29 0.87 1.41
H -36.43018 -50.73062 -22.72107 3.58 -3.55 -2.19
O -36.09585 -46.00030 -20.04001 -6.77 -2.57 1.94
H -36.44295 -46.77205 -19.36792 3.08 2.91 -1.85
H -35.26485 -45.71566 -20.20842 4.21 0.30 0.08
O -35.16446 -49.12211 -20.38678 1.32 0.28 -5.88
H -34.71334 -49.87927 -20.16321 1.67 -2.60 0.70
H -35.55858 -48.81563 -19.65961 -2.35 2.15 4.99
```
Forces are in eV/Å.

- Kohn-Sham gap (eV) = 8.6
- energy above the lowest of the compared OMol25 structures with the same formula, charge and spin (kcal/mol) = 74.5
- lowest unoccupied orbital energy (eV) = -1.35
- total charge = 0

natural (NBO) population analysis, charges in e, atoms 1 to 8: number 1, Li, carries 0.962; number 2, O, carries -1.265; number 3, H, carries 0.428; number 4, O, carries -1.038; number 5, H, carries 0.528; number 6, H, carries 0.521; number 7, O, carries -0.956; number 8, H, carries 0.471

---

Number 1: molar mass 271.9 g mol⁻¹, energy -5638.7862 hartree, F_max 6.34 eV/A. Number 2: molar mass 137.2 g mol⁻¹, energy -437.4462 hartree, F_max 5.41 eV/A. Number 3: molar mass 88.1 g mol⁻¹, energy -307.5623 hartree, F_max 0.75 eV/A. Number 4: molar mass 150.1 g mol⁻¹, energy -618.3709 hartree, F_max 10.35 eV/A.